No. 1
Here is a molecular structure, C39H29N5O4PbSi from OMol25. Energies are from ωB97M-V/def2-TZVPD.

The HOMO energy comes out at -7.997 eV. The spin multiplicity is 1. As for the total energy: -2560.63125 a.u. As for the energy above the lowest of the compared OMol25 structures with the same formula, charge and spin: 271.30 kJ/mol. The gap between HOMO and LUMO is 6.8529 eV.

Each line ends with the Mulliken charge.
Element x y z (Å)
Pb -0.27 -0.16 0.32  1.389
O -0.47 6.73 2.35  -0.723
C 0.03 5.85 3.06  0.373
O 0.69 5.90 4.11  -0.721
C -0.19 4.41 2.53  -0.687
C -0.83 4.20 1.32  -0.841
C -0.98 2.90 0.86  0.907
N -0.50 1.86 1.54  0.253
C -0.03 2.03 2.79  0.088
C 0.16 3.31 3.29  -0.565
C 0.03 0.82 3.64  0.906
C 0.64 0.81 4.89  -0.526
C 0.47 -0.30 5.69  -0.799
C -0.29 -1.36 5.23  -0.444
C -0.83 -1.28 3.95  -0.868
N -0.66 -0.22 3.17  0.102
C -1.85 2.54 -0.29  0.286
C -2.41 3.46 -1.16  -0.973
C -3.35 3.01 -2.07  -0.484
C -3.71 1.67 -2.09  -0.868
C -3.05 0.80 -1.23  -0.122
N -2.15 1.24 -0.36  0.038
H -1.23 5.06 0.80  0.582
H 0.53 3.50 4.29  0.588
H 1.22 1.66 5.22  0.472
H 0.93 -0.34 6.67  0.450
H -0.48 -2.24 5.84  0.476
H -1.44 -2.08 3.54  0.540
H -2.13 4.50 -1.12  0.462
H -3.81 3.70 -2.77  0.462
H -4.46 1.29 -2.77  0.474
H -3.24 -0.26 -1.23  0.459
O -2.86 -3.49 1.01  -0.694
C -2.11 -2.78 0.35  0.109
O -1.93 -1.51 0.57  -0.497
C -1.39 -3.37 -0.85  0.630
C -1.95 -4.44 -1.52  -0.817
C -1.33 -4.89 -2.67  -0.489
C -0.17 -4.25 -3.10  -0.964
C 0.32 -3.21 -2.34  -0.471
N -0.26 -2.78 -1.22  0.583
H -2.86 -4.89 -1.13  0.552
H -1.74 -5.72 -3.23  0.439
H 0.34 -4.56 -4.00  0.467
H 1.22 -2.68 -2.65  0.496
C 2.95 -1.78 -0.35  -1.233
Si 1.82 -1.57 1.10  0.719
C 1.25 -3.15 1.88  -0.965
C 2.66 -0.41 2.30  0.470
C 2.86 0.94 2.02  -0.178
C 3.61 1.75 2.86  -0.547
C 4.19 1.20 4.00  -0.668
C 4.01 -0.14 4.29  -0.629
C 3.25 -0.94 3.45  -0.409
H 3.91 -2.04 0.10  0.489
H 3.08 -0.86 -0.91  0.334
H 2.65 -2.58 -1.03  0.343
H 2.15 -3.72 2.09  0.517
H 0.62 -3.74 1.21  0.283
H 0.71 -2.99 2.81  0.239
H 2.41 1.39 1.14  0.405
H 3.73 2.80 2.64  0.450
H 4.77 1.83 4.66  0.410
H 4.46 -0.57 5.18  0.432
H 3.12 -1.99 3.70  0.311
N -1.33 0.11 -9.81  -0.490
C -1.15 0.13 -8.68  -0.072
C -0.92 0.15 -7.26  0.562
C 0.21 0.77 -6.74  -0.746
C 0.43 0.78 -5.38  -0.422
C -0.48 0.17 -4.51  0.303
C -1.61 -0.45 -5.04  -0.246
C -1.84 -0.47 -6.40  -0.809
C -0.25 0.18 -3.10  0.774
C -0.09 0.17 -1.90  -1.659
H 0.91 1.25 -7.42  0.460
H 1.31 1.27 -4.97  0.503
H -2.31 -0.94 -4.36  0.588
H -2.71 -0.95 -6.81  0.449



No. 2
Here is a gas-phase ion, C4H12N3 (charge +1) in a non-equilibrium geometry from OMol25. Energies are from ωB97M-V/def2-TZVPD.

The HOMO energy comes out at -12.374 eV. The spin multiplicity is 1. As for the total energy: -323.60191 a.u. As for the energy above the lowest of the compared OMol25 structures with the same formula, charge and spin: 200.48 kJ/mol. Its SMILES is NCC/C(N)=C/[NH3+]. Its charge is +1. The gap between HOMO and LUMO is 8.8997 eV.

Each line ends with the natural charge from an NBO analysis.
Element x y z (Å)
C 1.16 -1.36 1.01  -0.197
C 0.92 0.18 1.09  -0.456
C -0.28 0.52 0.25  0.260
C -0.19 1.17 -0.90  -0.156
N -1.45 1.36 -1.66  -0.680
N -1.59 0.21 0.71  -0.896
N 1.34 -1.81 -0.35  -0.870
H 2.06 -1.53 1.59  0.204
H 0.32 -1.87 1.49  0.171
H 0.62 0.34 2.12  0.245
H 1.78 0.68 0.64  0.232
H 0.72 1.38 -1.42  0.237
H -2.02 0.51 -1.65  0.465
H -1.23 1.65 -2.62  0.442
H -2.01 2.14 -1.32  0.442
H -1.94 0.87 1.40  0.402
H -1.61 -0.72 1.12  0.399
H 1.96 -2.61 -0.43  0.392
H 1.43 -1.12 -1.07  0.363



No. 3
Here is 11 unconnected molecules or ions with the total composition C40H100N4O7 in a non-equilibrium geometry from OMol25. Energies are from ωB97M-V/def2-TZVPD.

The HOMO energy (alpha / beta) comes out at -10.271 / -10.271 eV. The expectation value of S² is 0.75. The spin multiplicity is 2. As for the total energy: -2329.13441 a.u. Its charge is +1. The gap between HOMO and LUMO (alpha / beta) is 8.2192 / 3.3141 eV.

Each line ends with the Löwdin spin population.
Element x y z (Å)
C 3.40 -5.38 1.35  0.000
C 2.48 -6.59 1.14  0.000
N 1.20 -6.27 0.48  0.000
C 0.24 -5.30 1.09  0.000
C -0.86 -4.81 0.08  0.000
C 0.45 -7.52 0.09  0.000
C 1.11 -8.23 -1.16  0.000
H 3.12 -4.80 2.23  0.000
H 3.41 -4.74 0.46  0.000
H 4.43 -5.74 1.36  0.000
H 3.06 -7.24 0.48  0.000
H 2.39 -7.19 2.04  0.000
H -0.34 -5.53 1.98  0.000
H 0.84 -4.50 1.52  0.000
H -1.48 -4.02 0.49  0.000
H -0.45 -4.47 -0.87  0.000
H -1.52 -5.66 -0.13  0.000
H -0.60 -7.39 -0.17  0.000
H 0.36 -8.20 0.94  0.000
H 1.96 -8.87 -0.94  0.000
H 1.35 -7.41 -1.82  0.000
H 0.32 -8.72 -1.73  0.000
C 1.98 2.53 -1.51  0.000
C 1.65 3.99 -1.31  0.000
N 1.61 4.68 -2.64  0.000
C 0.88 5.97 -2.65  0.000
C 1.49 7.08 -1.67  0.000
C 3.00 4.88 -3.20  0.000
C 3.04 5.57 -4.52  0.000
H 1.75 1.82 -0.72  0.000
H 3.07 2.52 -1.61  0.000
H 1.58 2.13 -2.44  0.000
H 0.62 4.01 -0.95  0.000
H 2.33 4.46 -0.60  0.000
H 0.90 6.38 -3.66  0.000
H -0.18 5.82 -2.44  0.000
H 2.48 7.46 -1.90  0.000
H 0.78 7.89 -1.46  0.000
H 1.53 6.57 -0.70  0.000
H 3.50 3.92 -3.27  0.000
H 3.59 5.49 -2.52  0.000
H 2.95 6.65 -4.37  0.000
H 2.23 5.28 -5.19  0.000
H 4.01 5.43 -5.00  0.000
C 3.67 6.09 1.50  0.000
C 2.31 6.45 2.14  0.000
N 1.22 5.55 1.69  0.000
C -0.10 6.23 1.96  0.000
C -1.16 5.56 1.10  0.000
C 1.36 4.10 2.08  0.000
C 1.76 3.85 3.54  0.000
H 4.03 5.09 1.73  0.000
H 4.39 6.79 1.92  0.000
H 3.71 6.20 0.41  0.000
H 2.34 6.53 3.23  0.000
H 2.03 7.44 1.80  0.000
H -0.44 6.31 2.99  0.000
H -0.07 7.23 1.54  0.000
H -1.54 4.65 1.57  0.000
H -1.95 6.28 0.92  0.000
H -0.76 5.40 0.10  0.000
H 2.24 3.77 1.53  0.000
H 0.62 3.42 1.66  0.000
H 2.44 3.00 3.52  0.000
H 0.91 3.42 4.07  0.000
H 2.24 4.73 3.97  0.000
C -1.32 1.11 2.81  0.027
C -2.03 0.22 1.78  0.065
N -1.36 0.38 0.50  0.619
C -1.43 1.74 -0.11  0.047
C -2.66 2.18 -0.82  0.042
C -1.46 -0.80 -0.38  0.063
C -0.53 -0.77 -1.54  0.004
H -0.30 0.81 3.04  0.000
H -1.67 0.91 3.82  0.001
H -1.39 2.16 2.53  0.000
H -1.99 -0.84 2.05  0.000
H -3.03 0.65 1.73  0.031
H -0.61 1.94 -0.80  0.009
H -1.36 2.52 0.65  0.002
H -2.64 1.85 -1.86  0.001
H -2.66 3.27 -0.84  0.002
H -3.49 1.75 -0.27  0.001
H -1.13 -1.64 0.23  0.007
H -2.50 -0.91 -0.66  0.033
H 0.51 -0.51 -1.30  0.000
H -0.66 -1.70 -2.09  -0.001
H -0.95 -0.13 -2.31  0.000
C -5.32 -3.37 -0.89  0.000
O -6.43 -3.48 -0.07  0.000
H -5.05 -2.36 -1.22  0.000
H -4.45 -3.82 -0.42  0.000
H -5.49 -3.89 -1.83  0.000
H -6.78 -4.37 0.02  0.000
C 1.18 -1.55 1.97  0.001
O 1.43 -0.30 1.33  0.032
H 1.34 -1.49 3.05  0.000
H 0.15 -1.89 1.83  0.001
H 1.98 -2.23 1.67  0.001
H 0.68 0.06 0.85  0.004
C -2.30 -2.59 5.33  0.000
O -1.69 -2.09 4.13  0.000
H -3.31 -2.25 5.54  0.000
H -2.44 -3.65 5.54  0.000
H -1.78 -2.22 6.22  0.000
H -1.99 -1.18 4.05  0.000
C -6.02 -0.48 1.63  0.001
O -6.49 -1.59 2.41  0.001
H -5.98 0.34 2.35  0.000
H -5.06 -0.52 1.11  0.001
H -6.82 -0.18 0.96  0.000
H -6.68 -2.26 1.76  0.000
C 2.13 -1.82 -3.99  0.000
C 0.82 -1.53 -4.73  0.000
C 0.36 -3.03 -5.01  0.000
O 1.35 -3.90 -4.61  0.000
C 2.17 -3.32 -3.63  0.000
H 2.31 -1.11 -3.19  0.000
H 2.99 -1.53 -4.59  0.000
H 0.85 -0.95 -5.66  0.000
H 0.11 -0.95 -4.15  0.000
H 0.03 -3.21 -6.04  0.000
H -0.53 -3.15 -4.39  0.000
H 3.16 -3.77 -3.61  0.000
H 1.80 -3.48 -2.62  0.000
C -2.57 0.26 -5.45  0.000
C -3.40 0.00 -4.20  0.000
C -3.51 -1.54 -4.13  0.000
O -3.66 -1.80 -5.52  0.000
C -2.83 -0.91 -6.32  0.000
H -1.49 0.37 -5.32  0.000
H -2.91 1.15 -5.97  0.000
H -4.40 0.38 -4.42  0.000
H -3.00 0.37 -3.26  0.000
H -4.27 -1.99 -3.49  0.000
H -2.60 -2.02 -3.77  0.000
H -3.26 -0.69 -7.30  0.000
H -1.97 -1.56 -6.49  0.000
C 3.46 -2.03 5.00  0.000
C 2.07 -2.15 5.58  0.000
C 1.71 -0.71 5.86  0.000
O 2.82 0.08 5.65  0.000
C 3.70 -0.54 4.75  0.000
H 3.66 -2.60 4.10  0.000
H 4.24 -2.40 5.67  0.000
H 2.13 -2.67 6.54  0.000
H 1.44 -2.61 4.82  0.000
H 1.22 -0.62 6.83  0.000
H 0.83 -0.51 5.25  0.000
H 4.73 -0.28 4.97  0.000
H 3.38 -0.12 3.80  0.000



No. 4
Here is a molecular structure, C10H23N9O6V in a non-equilibrium geometry from OMol25. Energies are from ωB97M-V/def2-TZVPD.

The HOMO energy (alpha / beta) comes out at -7.334 / -6.899 eV. The expectation value of S² is 3.84. The spin multiplicity is 4. As for the total energy: -2282.73318 a.u. As for the energy above the lowest of the compared OMol25 structures with the same formula, charge and spin: 111.38 kJ/mol. The gap between HOMO and LUMO (alpha / beta) is 6.1701 / 5.2268 eV.

Each line ends with the natural charge from an NBO analysis.
Element x y z (Å)
O 0.01 -1.53 -3.73  -1.242
H -0.71 -1.97 -4.31  0.435
V -0.53 0.02 -0.25  1.142
N 0.96 -0.98 -1.08  -0.118
N -1.18 -1.80 0.12  -0.103
N 0.24 1.82 -0.44  -0.133
N -1.71 0.94 0.97  -0.136
O 2.07 -0.50 -1.46  -0.330
O 1.37 2.18 -1.13  -0.519
O -2.65 0.34 1.78  -0.530
O -2.21 -2.13 0.84  -0.496
C -0.49 -2.76 -0.58  0.192
C 0.69 -2.32 -1.21  0.290
C -0.38 2.76 0.30  0.200
C -1.48 2.26 1.08  0.200
C 1.67 -3.19 -1.91  -0.684
H 1.78 -2.83 -2.93  0.314
H 1.25 -4.20 -1.91  0.214
H 2.62 -3.17 -1.38  0.233
C -1.05 -4.13 -0.59  -0.670
H -2.04 -4.14 -1.06  0.250
H -1.16 -4.49 0.44  0.237
H -0.37 -4.77 -1.14  0.223
C 0.17 4.14 0.41  -0.675
C -2.27 3.10 2.03  -0.675
H 0.87 4.37 -0.41  0.269
H 0.73 4.21 1.37  0.235
H -0.64 4.88 0.44  0.234
H -2.84 2.47 2.72  0.262
H -2.97 3.75 1.49  0.247
H -1.59 3.75 2.59  0.230
H 1.77 1.29 -1.38  0.524
H -2.62 -0.64 1.44  0.511
C -1.72 0.17 -1.73  -1.014
H -1.06 -0.32 -2.47  0.322
H -1.94 1.23 -1.97  0.201
H -2.65 -0.41 -1.58  0.231
O 1.59 0.68 -4.12  -0.990
H 1.24 -0.26 -4.20  0.523
H 0.79 1.13 -3.80  0.452
N 2.98 1.18 3.95  -0.576
N 1.96 0.46 3.34  0.161
N 1.83 -0.86 3.62  -0.252
C 1.05 -1.20 2.59  0.168
N 0.77 -0.22 1.74  -0.320
N 1.44 0.88 2.21  -0.029
H 2.71 2.15 3.97  0.378
H 3.00 0.86 4.90  0.382
H 0.70 -2.19 2.46  0.228



Look up the spin multiplicity of the second one. 1